The following is a quantum chemistry calculation of one molecule with the formula CH3NOS2 at a distorted geometry, from OMol25.

Summary:
ΔE to the lowest compared entry with this formula, charge and spin in kcal/mol: 107.13
F_max in eV Å⁻¹: 4.116

ORCA input file:
```
! wB97M-V def2-TZVPD RIJCOSX def2/J DEFGRID3
* xyz 0 1
N 0.7717 -1.7850 0.0686
H -0.8845 0.1604 -1.1595
H -1.1707 1.1852 0.3686
S 0.2347 -0.7033 0.8996
O 1.4225 0.7861 0.2975
C -1.0589 0.1021 -0.0347
S 2.6397 0.6018 -0.6075
H -1.9546 -0.3472 0.1673
*
```